C29H26N3O5S5Ti | wB97M-V/def2-TZVPD

Results
Highest occupied orbital energy (spin up / spin down) ... -3.161 / -3.164 eV
Gap between HOMO and LUMO (spin up / spin down) ... 0.20290 / 0.20303 Eh
Electronic energy ... -122500.8527 eV
Energy relative to the best compared isomer or geometry (same formula, charge and spin) ... 83.7 kJ/mol
M ... 704.7 g mol⁻¹

```
! wB97M-V def2-TZVPD RIJCOSX def2/J DEFGRID3
* xyz -1 1
Ti -0.88 0.01 -0.56
O 0.23 -3.14 -2.37
C -0.64 -2.59 -1.73
O -1.12 -1.39 -1.95
C -1.35 -3.34 -0.58
C -2.75 -2.77 -0.40
C -3.59 -3.61 0.57
C -3.03 -3.19 1.94
C -1.89 -2.27 1.51
O -2.47 -1.57 0.38
C -0.76 -3.10 0.85
C 0.52 -2.29 0.90
O 1.52 -2.69 1.46
O 0.40 -1.12 0.32
H -1.34 -4.40 -0.82
H -3.24 -2.50 -1.32
H -4.65 -3.36 0.47
H -3.47 -4.67 0.36
H -3.76 -2.63 2.52
H -2.67 -4.02 2.55
H -1.56 -1.53 2.24
H -0.59 -4.04 1.38
C -0.79 -1.69 4.91
C 0.29 -0.93 4.17
C 1.63 -1.18 4.42
C 2.58 -0.51 3.67
C 2.16 0.41 2.73
C 0.80 0.64 2.58
N -0.12 -0.03 3.27
C 0.35 1.78 1.72
C 0.83 3.00 2.06
C 0.43 4.17 1.36
C -0.48 4.03 0.38
C -1.01 2.75 0.03
N -0.53 1.58 0.67
C -1.97 2.57 -0.96
C -2.47 3.65 -1.76
C -3.51 3.44 -2.60
C -4.07 2.14 -2.68
C -3.51 1.11 -2.00
C -4.05 -0.27 -2.14
N -2.41 1.27 -1.19
H -1.72 -1.14 4.87
H -0.95 -2.67 4.44
H -0.51 -1.87 5.94
H 1.91 -1.92 5.16
H 3.63 -0.72 3.80
H 2.86 0.94 2.11
H 1.51 3.07 2.90
H 0.82 5.14 1.63
H -0.84 4.89 -0.16
H -2.02 4.62 -1.68
H -3.90 4.25 -3.21
H -4.93 1.94 -3.32
H -4.97 -0.26 -2.71
H -3.32 -0.91 -2.64
H -4.25 -0.69 -1.15
C -0.76 2.19 -5.02
S -1.20 0.49 -4.62
C 0.39 -0.19 -4.32
C 1.15 0.06 -3.24
S 0.83 1.15 -1.92
S 2.67 -0.81 -3.20
C 2.49 -1.70 -4.67
S 3.65 -2.70 -5.29
S 1.02 -1.33 -5.47
H -1.69 2.73 -5.18
H -0.15 2.23 -5.93
H -0.23 2.63 -4.18
*
```